Formula: C5H7NO
Source: OMol25
Level of theory: wB97M-V/def2-TZVPD

LUMO level = 0.0367 Eh
relative energy (zero: lowest compared OMol25 entry of this formula, charge and spin) = 4.9600 eV
gap between HOMO and LUMO = 9.94 eV
charge = 0

Last column: Mulliken charge in e.
Geometry (Å):
H1 -3.114 1.173 -0.746  0.287
H2 -3.094 0.122 0.672  0.265
H3 -2.045 1.557 0.632  0.296
H4 1.085 -1.751 0.235  0.259
C1 1.903 -1.088 0.728  -0.634
H5 2.328 1.044 0.131  0.364
C2 1.022 -0.579 -0.694  -0.307
H6 1.350 -0.789 -1.695  0.443
H7 2.911 -1.340 0.388  0.231
O1 0.287 0.740 0.792  -0.412
C3 -0.284 -0.032 -0.211  0.451
C4 -2.466 0.745 0.026  -0.758
C5 1.585 0.292 0.354  0.027
N1 -1.467 -0.096 -0.613  -0.511

Cartesian forces, eV/Å:
0.1 -0.1 0.1
0.1 0.1 -0.1
0.0 -0.1 -0.1
0.3 -0.5 1.7
-0.3 -0.3 -0.9
0.1 0.0 0.4
0.1 0.8 -0.7
0.0 0.1 -0.1
-0.2 -0.1 -0.1
-0.2 0.0 0.1
-0.5 -0.2 -0.3
-0.1 0.1 0.1
0.2 0.3 -0.2
0.5 -0.1 0.1

Formula: C5H7NO
Source: OMol25
Level of theory: wB97M-V/def2-TZVPD

LUMO level (alpha / beta) = 0.0116 / 0.0115 Eh
relative energy (zero: lowest compared OMol25 entry of this formula, charge and spin) = 7.7719 eV
gap between HOMO and LUMO (alpha / beta) = 9.42 / 9.42 eV
charge = 0

Last column: Mulliken charge in e.
Geometry (Å):
H1 2.047 0.856 0.979  0.391
C1 0.033 1.241 -0.136  -0.805
C2 1.263 0.474 0.345  -0.280
C3 0.415 -0.829 0.356  -0.287
H2 0.376 -1.590 1.132  0.376
C4 1.576 -0.627 -0.586  -0.543
O1 -3.806 -0.016 -0.031  -0.480
H3 0.239 1.489 -1.075  0.305
C5 -0.777 0.018 0.074  0.614
H4 2.291 -1.429 -0.530  0.328
H5 1.068 -0.502 -1.587  0.201
N1 -2.064 -0.168 0.180  -0.401
H6 -2.354 -1.024 0.455  0.245
H7 -0.308 2.108 0.424  0.336

Cartesian forces, eV/Å:
-0.3 -0.1 0.6
0.1 0.0 2.8
0.8 -0.4 0.7
-0.6 -0.4 2.6
0.3 0.0 -0.3
-3.2 0.0 -2.7
3.1 0.9 0.1
0.1 1.4 -4.2
-2.6 0.1 -0.5
0.6 0.4 0.3
1.5 -0.2 0.5
0.5 1.9 -1.1
-0.3 -3.6 1.1
0.1 -0.1 0.2

Question: The lowest relative energy (zero: lowest compared OMol25 entry of this formula, charge and spin) belongs to which entry?
Answer: number 1